# 1
Molecular formula: C41H37FMgN6O3S
Method: DFT, wB97M-V/def2-TZVPD

## Properties
* energy relative to the best compared isomer or geometry (same formula, charge and spin): 77.6 kJ/mol
* HOMO: -6.7 eV
* net charge: 0
* multiplicity: 1

XYZ file:
```
90
C41H37FMgN6O3S (wB97M-V/def2-TZVPD)
C -0.562 1.588 1.893
O -0.931 -0.137 -0.603
H -3.621 1.896 5.134
H -2.310 -2.277 -4.258
C 1.841 1.626 -0.955
H -3.177 1.016 -7.450
C -2.916 3.359 -3.510
O -0.666 -2.741 -0.795
H 2.964 -1.768 -3.776
S 1.753 -1.810 3.732
H 5.159 -1.762 1.602
C 3.046 -1.716 -2.700
C 4.868 -1.509 6.292
C -2.186 -1.344 -3.725
H 1.457 3.966 0.519
C -1.658 -1.405 -2.475
C -1.788 -3.916 3.567
C -2.711 2.223 4.627
H 6.643 -1.576 3.412
H -3.280 3.154 -6.130
H 1.230 0.265 0.590
C -2.446 3.350 -2.201
H -2.115 -4.821 4.055
H -4.141 -0.440 -5.706
H -1.603 2.195 -0.603
N -2.560 -0.213 -4.355
C -2.799 1.065 -6.429
C -2.415 -1.403 -6.542
H -2.188 -2.320 5.054
N 4.323 -1.756 2.152
H -2.776 -2.388 -6.252
C -2.006 1.013 -2.350
H -1.329 -1.381 -6.435
N -0.959 -2.541 1.979
F -2.447 4.506 -1.517
H 1.030 1.262 -1.583
C -1.305 -1.793 3.079
H 2.494 1.379 1.088
H -1.066 -4.595 1.554
C 5.781 -1.579 4.071
H 2.714 -1.597 6.401
C 1.911 -1.727 -1.902
H -2.659 -1.261 -7.594
C -0.370 4.379 1.540
C 3.585 -1.590 5.756
C -1.249 -3.809 2.272
H 6.962 -1.435 5.853
C 5.960 -1.503 5.448
C 4.506 -1.669 3.539
H -1.863 1.692 5.059
N -0.625 0.193 2.004
C -1.479 -0.204 -1.724
O -1.348 -3.731 -2.691
C 0.604 3.538 1.032
H -1.267 0.144 3.989
H 5.192 -1.607 -2.651
C 3.407 -1.676 4.389
N 1.948 -1.690 -0.578
C 3.107 -1.683 1.512
C 1.564 1.295 0.514
C -2.508 0.992 -3.663
H -2.570 3.285 4.836
C 0.505 2.160 1.158
C -1.572 2.447 2.385
H 4.999 -1.455 7.365
H 2.773 1.159 -1.285
Mg -0.075 -1.481 0.563
C -3.469 2.190 -5.658
C 4.323 -1.602 -0.692
H 1.936 2.698 -1.121
H 0.928 -1.770 -2.350
C 4.276 -1.638 -2.077
C -3.059 -0.272 -5.745
C -1.191 -2.765 -1.947
H -1.719 1.232 -6.475
N 1.967 -1.671 2.084
H -3.042 0.945 2.908
C -2.958 2.195 -4.243
H -3.256 4.289 -3.949
H -0.299 5.451 1.410
C -1.986 2.206 -1.616
H 5.287 -1.535 -0.210
C -1.826 -2.626 4.083
C -1.086 -0.398 3.061
C 3.135 -1.651 0.033
C -1.457 3.820 2.183
H -2.251 4.467 2.540
H -3.663 2.576 2.747
C -2.817 1.991 3.113
H -4.552 2.032 -5.656
```

# 2
Molecular formula: C5H31N2O8
Method: DFT, wB97M-V/def2-TZVPD

## Properties
* energy relative to the best compared isomer or geometry (same formula, charge and spin): 27.8 kJ/mol
* HOMO: -13.0 eV
* net charge: +1
* multiplicity: 1

XYZ file:
```
46
C5H31N2O8 (wB97M-V/def2-TZVPD)
C 0.668 -1.987 -1.259
H -1.200 0.373 -0.756
H -3.440 -0.214 -1.284
H 1.561 2.523 1.427
H -1.928 1.819 1.099
H -0.558 -1.479 -2.912
H -2.906 -1.527 -2.262
C -0.222 -0.975 -1.986
H 2.491 2.166 -3.695
H 1.369 -3.487 0.996
H -0.919 0.394 3.401
H 2.821 -0.299 0.719
C 1.284 -1.509 0.088
C 2.050 -2.672 0.730
H -3.799 0.864 2.035
H 1.478 -2.271 -1.958
H 1.398 0.100 2.906
H 2.754 0.313 3.604
H 0.371 -0.130 -2.320
H 2.497 -2.340 1.700
H -0.598 2.485 -1.048
O 2.125 1.641 -2.987
H -2.064 3.284 0.466
C -2.622 -0.539 -1.924
H 1.372 2.161 -2.694
N 2.237 -0.354 -0.136
H -2.655 -0.142 1.772
O -1.904 -1.626 1.300
H 0.208 3.706 -1.621
H -2.617 0.126 -2.787
H -0.826 -0.792 2.437
O -0.043 2.802 -1.813
O 1.117 2.837 0.636
H 0.152 2.799 0.810
H 0.120 -2.915 -1.034
H 0.491 -1.149 0.775
H 2.791 -0.467 -1.001
O -0.288 -0.085 2.858
N -1.375 -0.547 -1.145
H -1.707 -1.547 0.314
H -2.224 -2.504 1.470
H 1.723 0.588 -0.189
O -2.847 0.810 2.051
O -1.527 2.482 0.415
O 2.356 0.309 2.730
H 2.838 -3.028 0.072
```

# 3
Molecular formula: C25H19FN5O8Tc
Method: DFT, wB97M-V/def2-TZVPD

## Properties
* energy relative to the best compared isomer or geometry (same formula, charge and spin): 9.9 kJ/mol
* HOMO (alpha / beta): -11.1 / -11.1 eV
* net charge: +1
* multiplicity: 4

XYZ file:
```
59
C25H19FN5O8Tc (wB97M-V/def2-TZVPD)
C -0.139 3.506 -2.101
C 2.564 -2.647 -2.832
H 1.680 1.350 2.402
C 3.206 -1.277 -0.965
C -4.021 1.418 0.155
C 2.044 -0.521 -1.129
C -0.017 -2.395 1.321
O -3.465 -6.085 3.443
H 0.100 3.188 -3.117
H 3.397 2.657 3.588
H 3.887 -1.057 -0.154
C 3.548 2.389 2.551
H 0.945 -2.890 1.260
C 4.717 2.756 1.894
H -0.316 -2.020 0.336
H -2.546 4.326 -3.142
C -1.544 3.164 -1.757
H 0.239 -0.255 -2.272
C -3.364 2.311 -0.858
F -4.464 -3.613 2.618
H 2.768 -3.477 -3.497
H 0.539 3.013 -1.410
H 0.023 4.582 -2.033
C -5.173 3.456 -2.292
O -0.746 -0.221 2.080
O -5.161 1.412 0.453
H 5.471 3.328 2.418
N -0.968 -3.388 1.789
H 4.133 1.358 -1.134
N -1.970 2.314 -0.832
C 2.790 1.291 0.553
O -6.089 2.804 -1.919
H 4.352 -2.937 -1.683
C 4.929 2.386 0.572
C 1.744 0.560 -0.182
C 3.459 -2.340 -1.817
O 0.894 -1.231 3.200
O -5.337 4.441 -3.203
C 0.111 -1.234 2.295
C -2.311 -3.072 1.961
H 5.842 2.670 0.065
N -2.615 3.690 -2.363
C -3.782 3.166 -1.823
C -0.470 -4.645 2.119
C 2.575 1.669 1.883
H 0.707 -2.144 -3.792
H -1.063 -6.400 2.936
C -3.180 -3.931 2.477
H -2.633 -2.083 1.663
C 3.973 1.646 -0.102
C -2.767 -5.259 2.917
N -1.410 -5.492 2.661
Tc -1.188 0.955 0.600
C 1.138 -0.845 -2.146
H -4.575 5.016 -3.332
C 1.401 -1.899 -2.998
O 0.681 -4.970 1.931
O -3.064 0.608 0.705
N 0.522 0.897 0.039
```

# 4
Molecular formula: C29H48GaO17S
Method: DFT, wB97M-V/def2-TZVPD

## Properties
* HOMO: -4.2 eV
* net charge: -1
* multiplicity: 1

XYZ file:
```
96
C29H48GaO17S (wB97M-V/def2-TZVPD)
O 3.532 1.032 -1.501
C 1.790 -3.685 -5.489
O -7.185 2.697 -0.948
H 0.539 3.136 7.600
H 5.337 1.319 -5.347
H 5.360 0.555 2.575
H -7.287 1.559 -3.476
C 4.735 0.617 -5.924
O 0.882 -4.390 -3.357
H 4.089 -4.177 -0.592
C 3.823 1.275 -0.084
H 3.726 -1.139 6.092
H -2.043 -1.733 0.809
O 5.152 -2.501 -7.180
H -5.535 2.596 -2.168
H 1.888 0.432 -5.761
H 1.022 -2.906 -5.492
O 5.563 -0.373 -6.533
C 1.660 -0.761 1.390
C -0.620 0.017 5.275
C -2.412 4.373 2.578
H 2.234 -5.504 -4.428
Ga 3.643 -0.574 0.894
H -0.868 2.552 4.200
H 2.554 1.429 -4.445
H -5.332 5.498 2.745
C 0.031 1.962 4.386
H -4.475 0.970 -0.762
O -0.253 0.596 4.100
H -5.044 4.017 1.816
H 3.039 -3.233 -1.721
H 4.298 -0.437 -4.093
H -2.387 -1.646 2.579
O -0.351 0.838 6.333
O -0.404 -6.129 -3.972
H 4.478 -1.481 -1.441
H -6.017 0.274 -0.219
H -0.940 3.348 6.685
O 3.718 -1.425 -5.802
H -6.180 0.250 -3.032
H -0.522 -4.999 -5.684
C -6.882 0.986 -2.639
H 1.978 -4.004 -6.516
C 4.841 -1.527 -6.563
O -1.115 -1.064 5.370
C 3.417 -3.256 -0.644
H 2.552 -3.342 0.070
H 1.898 -0.183 -4.120
O 2.383 1.717 -1.862
H 1.492 1.651 5.942
H 2.549 2.670 -1.664
C -4.234 3.984 3.836
H 0.833 2.331 3.745
H -1.071 -0.599 1.885
H 4.208 1.163 -6.712
C -1.532 -1.629 1.824
C 4.354 -1.980 -0.425
C -6.213 1.912 -1.648
O -5.599 2.138 0.540
C 4.262 -0.955 3.832
O -0.590 -5.275 -1.886
O -1.274 4.388 2.214
H 4.921 1.541 -0.018
H -0.568 -3.526 1.191
H -5.021 2.006 3.469
C 4.947 -0.500 2.495
H 3.157 2.060 0.382
C -6.700 2.904 0.306
H 0.577 4.062 6.089
H -0.883 -3.392 2.971
H 2.696 -3.225 -5.100
C 0.436 1.918 5.831
C -0.484 -2.814 2.077
C -0.084 -5.265 -2.964
H -7.727 0.466 -2.180
C 3.845 -1.066 4.981
H -4.854 2.413 5.165
H 1.016 -0.772 0.448
H 1.312 0.143 1.997
H 0.514 -6.439 -5.809
C 3.829 -0.206 -5.055
H 5.397 -2.270 -0.072
C 1.376 -4.850 -4.617
H -4.171 4.683 4.677
C 0.138 3.195 6.586
C -4.629 4.684 2.568
C -5.132 2.820 4.190
O -2.913 3.531 3.533
S 1.242 -2.252 2.403
C -5.516 1.195 -0.527
C 0.206 -5.622 -5.156
H 5.846 -1.183 2.366
O -7.176 3.657 1.102
C 2.469 0.414 -4.834
O -3.383 5.191 2.090
H -6.180 3.123 4.228
```

# 5
Molecular formula: C4H5NO
Method: DFT, wB97M-V/def2-TZVPD

## Properties
* energy relative to the best compared isomer or geometry (same formula, charge and spin): 261.5 kJ/mol
* HOMO: -9.4 eV
* net charge: 0
* multiplicity: 1

XYZ file:
```
11
C4H5NO (wB97M-V/def2-TZVPD)
O -0.200 -1.330 0.014
H 2.347 0.452 -0.704
H 2.058 0.888 0.966
H 2.533 -0.796 0.557
C -1.573 0.546 -0.285
C 0.418 -0.187 0.086
H -2.342 1.293 -0.439
C -1.948 -0.738 -0.405
N -0.298 0.919 -0.030
H -2.927 -1.113 -0.003
C 1.933 0.064 0.243
```

# 6
Molecular formula: C3H3N3
Method: DFT, wB97M-V/def2-TZVPD

## Properties
* energy relative to the best compared isomer or geometry (same formula, charge and spin): 286.8 kJ/mol
* HOMO: -11.4 eV
* net charge: 0
* SMILES: N#CC(N)C#N
* multiplicity: 1

XYZ file:
```
9
C3H3N3 (wB97M-V/def2-TZVPD)
N -0.947 1.108 1.866
C -0.295 -1.572 0.060
H -0.551 1.450 -1.153
C 0.385 -0.270 0.252
N 0.372 1.011 -0.893
H 0.778 0.658 -1.737
N -0.761 -2.601 -0.200
H 1.347 -0.447 0.800
C -0.327 0.664 1.005
```

# 7
Molecular formula: C13H11F6INO7S
Method: DFT, wB97M-V/def2-TZVPD

## Properties
* HOMO: -13.1 eV
* net charge: +1
* multiplicity: 1

XYZ file:
```
40
C13H11F6INO7S (wB97M-V/def2-TZVPD)
O -2.498 0.796 -4.694
O -4.443 1.213 -3.271
C -3.514 3.269 -2.706
O 0.959 -3.675 3.164
F 3.547 2.029 0.392
O 3.629 -4.520 1.465
F 4.523 1.231 2.155
F 0.263 0.527 3.725
I 5.246 -1.917 2.354
C 3.470 -1.498 1.358
H -4.772 2.055 -1.416
C 1.066 -0.893 0.031
N 2.039 0.007 0.223
C -0.181 -0.476 -0.679
H -2.155 0.008 0.092
H 0.060 0.148 -1.536
C 3.204 -0.246 0.855
H 0.359 -3.055 2.716
H -3.351 3.983 -1.905
C 2.470 -2.472 1.169
H -3.590 3.795 -3.658
F -0.242 2.178 2.393
H 1.891 0.941 -0.145
O -2.520 -0.050 -2.380
H -5.650 2.818 -2.762
C -4.709 2.370 -2.460
C 2.620 -3.906 1.620
F -1.131 -1.217 2.179
C 4.156 0.950 0.918
H -1.067 1.379 0.149
H 0.530 -2.924 0.365
F 5.235 0.691 0.184
H -0.688 -1.380 -1.002
O -2.400 2.355 -2.776
C -0.834 0.029 1.725
C -0.291 0.876 2.587
O 1.487 -4.495 2.108
S -2.882 0.939 -3.342
C -1.126 0.300 0.289
C 1.287 -2.167 0.515
```

# 8
Molecular formula: C31H47N2O8
Method: DFT, wB97M-V/def2-TZVPD

## Properties
* HOMO: -10.5 eV
* net charge: +1
* multiplicity: 1

XYZ file:
```
88
C31H47N2O8 (wB97M-V/def2-TZVPD)
H -2.581 -0.806 -3.197
C -5.386 -1.846 3.506
O 6.469 0.584 -3.332
O -0.917 -0.668 -5.575
C 3.079 0.813 -1.317
C -1.462 2.657 -3.146
H -3.549 -2.001 -1.101
H -7.040 -1.783 5.874
C 1.916 -3.599 -4.751
N 2.889 -1.917 -0.729
H 2.265 5.146 -3.259
H 0.824 3.009 6.558
O -3.769 -1.691 5.091
H -0.375 4.702 -2.689
H 0.092 -0.240 5.990
C 6.238 -0.403 -2.224
C -5.142 -1.386 4.912
O -1.959 1.566 5.830
C -2.273 2.544 6.731
H 4.482 -1.248 -3.592
C -0.283 -1.786 -4.847
C 3.598 -0.769 -1.478
H -5.628 -1.881 6.955
C -1.542 -1.028 0.869
C 1.770 1.022 -0.314
H 2.539 3.654 -0.992
O -3.405 2.827 7.079
H 3.291 3.879 -4.207
H 1.201 -2.686 0.696
H -1.082 -0.362 -1.376
H 1.286 2.021 -3.822
C 1.696 -1.738 0.184
H 7.213 -1.092 -2.239
H 1.639 -1.853 -6.445
H -2.802 0.131 -0.783
H 1.771 -5.253 -2.877
C 1.257 -4.325 -3.399
H 4.125 4.252 -1.813
H -1.890 3.102 -4.156
C -0.326 -0.060 1.426
C -2.434 -1.920 -2.870
C 4.844 -1.233 -2.454
C 1.020 -0.250 0.455
H -1.221 1.521 -3.299
O -1.143 3.159 7.199
H 0.198 1.650 7.529
H -2.322 2.749 -2.351
H -3.289 -2.602 -3.344
C 3.202 3.507 -1.944
C 1.157 -2.333 -5.467
H 3.997 1.754 -3.282
C -1.975 -0.724 -0.696
H 0.146 3.270 -1.546
C -0.182 -3.739 -2.817
H -5.571 -2.923 3.423
C -3.196 -1.613 3.853
C -0.594 1.756 5.498
H 1.086 0.597 4.778
H 4.958 2.075 -1.694
H 2.944 -4.020 -5.170
H 5.722 0.494 -4.021
C 0.063 0.441 5.133
H -5.260 -0.300 5.008
H -0.509 -0.068 4.349
C 2.469 3.976 -3.354
H -5.946 -3.183 5.820
H 5.095 -2.375 -2.211
H -0.638 1.067 1.557
H -2.502 -0.800 1.537
H -0.223 0.009 -5.839
H -0.683 -4.222 -1.877
C -0.049 2.378 6.749
H 6.161 0.214 -1.219
H -6.204 -1.305 3.022
H 0.724 3.560 -4.761
H 1.301 2.078 -0.135
O -1.996 -1.603 3.646
C -0.999 -2.455 -3.493
O -4.151 -1.557 2.874
H 3.233 -2.913 -0.864
C 3.848 2.012 -2.127
H -0.001 -0.522 2.476
C -5.993 -2.095 5.945
N -2.523 -1.990 -1.361
C -0.136 3.537 -2.649
H -1.190 -2.161 0.993
C 1.083 3.167 -3.693
H -0.549 2.448 4.649
```